C5H8O3 in the gas phase. Source: the Open Molecules 2025 dataset; level of theory: ωB97M-V/def2-TZVPD.

Output
Kohn-Sham gap = 10.37 eV
energy = -420.972900 Ha
HOMO energy = -9.569 eV
relative energy (zero: lowest compared OMol25 entry of this formula, charge and spin) = 52.2 kcal per mole

```
! RIJCOSX wB97M-V def2-TZVPD def2/J DEFGRID3
* xyz 0 1
C 0.818 0.934 -0.619
O -0.427 1.558 -0.701
C 0.655 -0.414 0.048
H 1.257 0.789 -1.617
H -1.055 1.848 0.457
H 2.572 -0.804 0.911
O -1.895 1.298 0.983
C -1.667 0.289 0.175
C -0.595 -0.716 0.385
O -2.696 -0.155 -0.534
H -0.900 -1.667 0.804
H 1.538 1.536 -0.043
H 2.360 -1.469 -0.702
H 1.582 -2.252 0.684
H -3.397 0.516 -0.481
C 1.849 -1.290 0.248
*
```

Here are the Mulliken charges for atoms 1 to 2, given in e: C -0.42; O -0.72